Below is a molecular structure, C14H28BeF2N3O8S2 in a non-equilibrium geometry, with properties calculated with ωB97M-V/def2-TZVPD.

The geometry in XYZ format:
```
58
Properties=species:S:1:pos:R:3:nbo_charge:R:1
S 0.851 4.606 1.818 2.314
H -0.656 -2.504 -1.215 0.226
H -2.555 2.748 -2.036 0.125
C 1.961 -0.347 -1.231 0.123
H 2.404 0.692 -3.046 0.166
C 1.383 -3.983 -0.753 -0.089
C 3.432 -0.782 -0.924 -0.643
O 1.537 5.012 -1.119 -0.908
H -2.802 -0.055 -3.316 0.179
N 0.165 3.680 0.569 -1.169
C 0.612 -4.369 1.378 -0.088
C 1.925 -4.856 1.264 -0.112
H 0.777 1.090 -2.491 0.215
C -1.844 2.047 5.206 -0.727
H -2.610 1.562 -4.062 0.178
H -5.033 1.117 -2.135 0.181
H -2.908 1.946 5.421 0.209
H 0.008 -4.313 2.272 0.222
C -0.902 -3.124 -0.353 -0.201
O -2.710 1.332 -0.661 -0.942
H -0.922 -1.482 1.103 0.245
F 1.084 3.288 2.757 -0.495
O -2.447 1.332 2.961 -0.730
S 0.263 4.783 -0.438 2.420
C -2.405 0.952 -3.182 -0.635
H -2.421 -1.682 0.308 0.246
O -0.349 1.004 3.444 -0.791
H -1.506 3.068 5.386 0.222
H -1.810 -2.848 1.629 0.182
H 3.764 -5.514 -1.324 0.181
O 1.083 -0.205 -0.120 -0.972
H -1.380 1.497 6.025 0.201
H 3.905 -0.173 -0.154 0.203
Be -0.620 1.455 0.910 1.507
F -0.526 4.016 -1.604 -0.511
N 2.403 -4.636 -0.064 -0.392
O 0.006 5.492 2.700 -0.853
H 2.469 -5.254 2.108 0.203
H 3.682 -1.747 -0.483 0.190
H -1.589 -3.930 -0.611 0.158
H 4.420 -3.980 -0.652 0.199
O 2.249 4.997 1.624 -0.862
C -2.999 1.755 -1.969 0.112
N 0.317 -3.759 0.104 -0.370
H 1.593 -1.214 -1.781 0.104
H -1.327 0.813 -3.109 0.207
O -0.575 5.975 -0.251 -0.904
C 1.806 0.932 -2.166 -0.626
H 1.454 -3.548 -1.738 0.207
C -4.485 2.056 -2.209 -0.633
H 2.294 1.856 -1.855 0.208
C -1.507 1.457 3.762 0.763
H -4.625 2.551 -3.171 0.182
H -4.814 2.655 -1.360 0.212
C 3.836 -4.876 -0.443 -0.389
H 3.990 -0.884 -1.855 0.180
C -1.600 -2.255 0.739 -0.625
H 4.253 -5.445 0.388 0.196
```

Calculated values
⟨S²⟩   0.756
Spin multiplicity   2
Total charge   -2
Orbital gap (spin up / spin down)   3.9 / 6.5 eV



Below is a molecular structure, C41H73N2O17PS in a non-equilibrium geometry, with properties calculated with ωB97M-V/def2-TZVPD.

The geometry in XYZ format:
```
135
Properties=species:S:1:pos:R:3:mulliken_charge:R:1
S 5.297 -8.714 -2.952 0.159
H -8.812 6.721 2.113 0.388
H -1.312 4.159 6.575 0.342
H 1.122 8.964 7.906 0.403
H -4.022 6.894 3.659 0.274
H -6.357 6.524 2.512 0.088
H -2.381 5.072 -0.013 0.203
H -0.465 6.875 7.706 0.084
O -0.073 1.411 -0.540 -0.363
C -6.778 6.447 1.509 -0.233
C 0.472 2.724 -0.536 -0.348
H 0.722 -10.764 -1.531 0.382
C 2.949 -3.073 -3.564 -1.429
C 3.461 -4.961 -5.330 -0.217
O 0.686 -8.244 1.185 -0.475
C 1.670 -11.191 -1.189 -0.846
H -3.918 4.233 0.259 0.360
C -1.409 -2.604 -3.657 -0.597
O 4.180 -8.460 -7.133 -0.718
O 2.823 0.207 -6.891 -0.499
H -0.710 -9.398 2.047 0.424
O -2.192 3.200 0.755 -0.191
H 3.495 -10.075 4.575 0.292
H 0.383 -10.293 1.027 0.073
H -2.363 4.758 3.975 0.411
C 2.239 -8.948 -0.634 0.089
C 3.468 -4.459 -3.933 0.685
H -6.062 8.846 0.383 0.048
H -8.623 9.101 -0.149 0.387
C -2.886 4.107 -0.082 -0.883
H -3.561 7.743 1.769 0.240
O 1.701 -0.465 -8.709 -0.527
H -0.662 5.389 8.599 0.425
H 1.209 10.059 6.490 0.292
O 2.351 -10.326 -0.304 -0.290
H 5.776 -6.210 -7.923 0.372
C -0.394 5.790 7.617 -0.329
C -8.105 7.177 1.409 -0.619
C -0.580 -1.672 -3.029 -0.349
H 2.267 -5.977 -8.161 0.392
H 1.449 -12.112 -0.647 0.247
H 3.948 -4.790 -1.913 0.339
C -0.795 -3.675 -4.295 -0.856
H -3.048 1.385 1.112 0.376
H 4.505 -2.552 -6.123 0.630
O 2.401 -6.861 -7.790 -0.523
H 2.525 7.497 5.262 0.374
C 1.922 7.314 6.161 -0.586
O -1.240 5.832 5.339 -0.262
O -5.807 6.788 0.527 -0.435
H 4.380 -1.872 -8.416 0.345
H 1.087 2.780 -1.439 0.463
H -3.961 9.456 1.535 0.387
C 0.794 -1.834 -3.025 -0.784
H 2.198 2.347 0.688 0.370
H -6.982 5.385 1.348 0.424
H 1.104 5.478 5.340 -0.173
C 3.380 -2.022 -7.991 -0.650
H 2.236 -0.033 -6.158 0.319
N 4.906 -8.292 -4.445 -0.592
C 3.938 -5.219 -2.921 -0.853
C -8.670 9.429 0.894 -0.816
H 1.877 -4.157 -6.600 0.485
C 1.269 2.414 2.921 -0.950
H 1.800 4.061 0.464 0.370
H 3.198 -2.905 -2.501 0.550
H -9.712 9.537 1.210 0.295
H 3.469 -2.268 -4.101 0.497
O 4.860 -6.225 -8.235 -0.537
H 2.516 7.607 7.033 0.362
C 3.504 -2.668 -6.562 -0.167
H -1.416 -4.411 -4.810 0.400
C -1.404 5.250 6.622 -0.531
C 1.103 -9.866 3.030 -0.489
C -1.032 1.079 0.459 -0.359
H -8.185 10.404 0.963 0.232
H 2.303 -11.438 -2.047 0.297
C 0.588 -3.833 -4.285 -0.116
C 1.373 3.065 0.639 -0.592
H -0.774 5.322 3.426 0.236
H 3.354 -4.608 -7.427 0.639
H -0.313 3.469 -0.665 0.025
H 2.757 -8.227 1.342 0.111
H -1.071 -0.824 -2.543 0.494
H 3.004 -8.469 3.950 0.397
C 3.916 -6.247 -5.529 0.020
H -3.763 8.461 4.488 0.312
H -0.590 1.139 1.454 0.022
O -5.111 8.515 2.927 -0.330
C 2.976 -4.118 -6.512 -0.954
H -2.772 1.738 -0.609 0.360
C -4.387 8.460 1.710 -0.427
N 4.916 -7.336 -2.134 -0.808
H 0.671 -10.793 3.430 0.385
H 0.968 -9.079 3.780 0.332
H 1.747 1.489 2.583 0.463
H 4.322 -9.356 3.176 0.237
H -4.647 8.160 -0.368 0.450
H -8.502 7.061 0.395 0.354
C 0.344 -9.494 1.768 -0.294
H 0.976 -4.707 -4.810 0.450
H 1.373 -1.057 -2.513 0.504
O 0.653 3.113 1.857 -0.130
H 1.442 -8.780 -1.367 0.412
C -5.274 8.107 0.528 -0.303
H -2.870 3.792 -1.129 0.392
C 4.441 -6.548 -3.076 0.421
H 0.497 2.145 3.643 0.224
C 1.422 -2.922 -3.638 0.764
H 3.189 -8.640 -1.078 -0.193
C 1.621 5.826 6.235 0.045
O 2.476 -10.110 2.778 -0.278
H -5.274 7.553 4.715 0.345
P 3.910 -7.032 -7.203 0.915
C 3.358 -9.468 3.674 -0.834
H -0.357 9.460 7.077 0.225
H 2.024 -7.052 0.280 0.380
C -2.349 1.836 0.397 -0.600
H -2.414 5.498 6.971 0.354
H 2.584 5.307 6.244 0.439
H 2.770 -2.719 -8.582 0.269
H -2.496 -2.538 -3.664 0.383
C -1.319 4.903 4.273 -0.796
C -4.500 7.820 3.995 -0.756
C 0.691 9.199 6.927 -0.847
H -1.258 0.022 0.293 0.484
C 4.407 -7.052 -4.445 1.097
H -0.859 3.945 4.528 0.238
C 2.571 -0.718 -7.914 0.524
O 0.954 5.387 7.411 -0.479
H 2.006 3.057 3.415 0.292
C 1.973 -8.099 0.595 -0.338
H 2.837 -2.075 -5.917 -0.501
O -7.981 8.547 1.756 -0.279
O 0.745 8.094 6.050 -0.240
```

Calculated values
Orbital gap   8.0 eV



Below is a molecular structure, C28H50Br22NO3PS in a non-equilibrium geometry, with properties calculated with ωB97M-V/def2-TZVPD.

The geometry in XYZ format:
```
106
Properties=species:S:1:pos:R:3:mulliken_charge:R:1
Br -8.038 -3.427 1.766 -0.157
C 8.023 -2.854 -1.034 -0.622
H -11.819 5.654 -1.441 0.343
Br -5.073 -3.878 7.220 -0.164
H -4.243 -7.615 7.349 -0.035
H 7.654 5.396 -3.659 0.406
H -0.582 -2.311 -1.668 0.106
Br -4.214 2.150 -1.388 0.222
Br 5.418 5.234 -0.555 -0.077
Br -6.621 -7.214 6.838 -0.127
C 3.415 5.455 1.482 -0.555
C -5.776 -6.398 -0.881 -0.644
H 7.960 -3.932 -0.930 0.386
Br 7.442 3.139 -5.565 -0.153
Br -1.776 -10.439 7.509 -0.111
C -4.551 -5.592 7.978 -0.516
Br 3.252 7.392 1.512 -0.144
H -3.498 -5.484 8.225 0.324
H 5.731 1.014 -3.181 0.487
H -8.636 -5.550 2.876 0.415
N -3.781 0.479 0.134 -0.456
H 11.276 9.145 -6.959 0.358
H -6.863 -6.405 -0.936 0.405
Br 6.239 -2.219 -1.459 -0.090
H -1.861 -8.376 8.892 0.281
Br 3.451 0.614 -1.324 -0.061
Br 8.886 -3.488 -3.694 -0.138
H -6.837 -4.334 4.311 0.374
H -5.780 -4.370 -0.188 -0.120
Br -5.179 -7.431 -2.416 -0.163
H 4.947 3.957 1.502 0.327
Br 7.078 1.312 -1.111 -0.154
C 1.913 0.021 0.541 -0.827
H -6.643 -6.086 4.146 0.110
Br -11.603 7.862 -2.519 -0.132
H 1.136 0.016 -1.506 0.561
C -5.260 -4.986 -0.921 -0.143
H -4.961 4.931 -2.159 0.368
Br -8.178 6.824 -1.616 -0.116
C -0.406 -0.367 -0.010 -0.422
C 7.395 5.849 -4.611 -0.578
H 11.070 7.734 -5.903 0.369
C 10.830 8.157 -6.874 -0.588
H -2.684 -9.462 11.099 0.345
H -4.808 5.006 -3.923 0.388
C -1.764 -9.421 9.165 -0.582
H -5.347 -4.531 -1.902 0.445
C -9.880 6.323 -0.822 -0.590
H -1.678 -2.557 0.300 -0.143
Br -3.386 -4.896 -0.421 -0.094
H 6.238 2.699 -2.968 -0.198
H 3.842 2.702 -2.602 0.441
H 3.042 5.120 2.447 0.380
H 8.904 -1.385 -2.363 0.281
C -3.972 -0.528 0.811 0.288
H -2.917 -10.958 10.178 0.369
H 7.825 6.845 -4.669 0.299
O -2.029 1.843 0.637 -0.472
C 4.470 2.197 -1.871 -0.182
H 2.758 5.096 0.696 0.340
H -10.124 7.086 -0.091 0.379
Br 5.466 6.133 -4.593 -0.155
H -4.396 -6.475 6.000 0.352
C -2.845 -9.878 10.108 -0.535
C -10.949 6.150 -1.867 -0.545
Br -4.865 -4.903 2.902 -0.102
C 4.843 5.020 1.292 -0.673
Br 8.908 8.460 -6.906 -0.141
C -2.388 0.885 0.029 0.506
H -0.783 -9.592 9.601 0.376
C 11.270 7.283 -8.016 -0.565
H -10.603 5.595 -2.732 0.334
O -1.554 0.168 -0.737 -0.299
C -6.664 -5.142 3.608 -0.382
H -3.101 3.441 -3.190 0.352
Br -4.595 -9.234 9.554 -0.118
H -7.363 -5.819 1.671 0.182
H 8.915 5.081 -5.916 -0.026
H 5.542 5.577 1.905 0.430
Br -6.905 3.877 -3.294 -0.143
H -9.691 5.380 -0.314 0.324
O 0.676 -2.933 0.317 -0.697
H 10.039 -2.584 -1.711 0.353
H 7.358 5.338 -6.720 0.465
H -5.453 -6.936 0.006 0.343
H -4.401 2.437 -3.865 0.404
H 8.264 -2.410 -0.070 0.330
C -5.033 4.359 -3.078 -0.641
C 9.025 -2.423 -2.071 -0.501
C 5.796 1.837 -2.476 -0.092
H 0.714 1.400 -0.442 0.372
S -4.549 -1.826 1.426 -0.126
H 12.352 7.312 -8.122 0.335
P -0.446 -2.183 -0.270 0.708
H 4.568 2.819 -0.992 -0.175
H -5.125 -5.722 8.889 0.401
C 2.467 -0.295 1.554 0.069
H 2.816 -0.381 2.554 0.480
H 10.808 7.561 -8.958 0.381
H -0.524 -0.125 1.046 0.617
C 7.835 5.032 -5.796 -0.288
Br 10.842 5.409 -7.713 -0.111
C -4.143 3.143 -3.082 -0.653
C 0.870 0.324 -0.508 -0.706
C -7.679 -5.195 2.500 -0.416
C -4.745 -6.718 6.999 -0.266
```

Calculated values
Orbital gap   8.6 eV



Number 1: calculated total energy -2327.03110 Eh, molar mass 477.53 g mol⁻¹. Number 2: calculated total energy -3733.97735 Eh, molar mass 929.07 g mol⁻¹. Number 3: calculated total energy -58745.07358 Eh, molar mass 2269.64 g mol⁻¹.